*1*
Below is a 6-piece molecular cluster, C15H45ClO24P5 overall, with properties calculated with wB97M-V/def2-TZVPD.

M   799.82 g mol⁻¹
Lowest unoccupied orbital energy   2.34 eV
Charge   -1
Gap between HOMO and LUMO   8.8 eV

Each line ends with the Mulliken charge.
Cartesian coordinates (Å):
Cl -3.5454 -0.9884 1.3028  1.64
O -4.4286 -1.3522 2.3925  -0.68
O -2.1108 -1.1332 1.6371  -0.56
O -3.7451 -1.8465 0.1573  -0.69
O -3.8657 0.3663 0.8874  -0.66
C 1.6532 -2.7800 -3.8574  -0.77
O 2.1526 -2.8821 -2.5496  -0.33
P 2.7622 -1.6143 -1.6878  0.82
O 3.3130 -0.5408 -2.4789  -0.73
O 1.5309 -1.2111 -0.6954  0.49
C 1.1171 -2.0975 0.3115  -0.90
O 3.8225 -2.4438 -0.6589  -0.42
C 4.7641 -1.7454 0.1103  -0.69
H 0.5904 -3.0182 -3.9017  0.37
H 2.0518 -3.5382 -4.5314  0.34
H 1.9785 -1.9241 -4.4487  0.24
H 0.3325 -2.7674 -0.0405  0.15
H 0.6747 -1.4708 1.0858  0.20
H 1.8992 -2.6907 0.7853  0.42
H 4.7004 -0.6572 0.1068  0.26
H 5.7539 -2.0406 -0.2379  0.32
H 4.7426 -2.1777 1.1107  0.27
C 3.0759 4.8828 0.2825  -0.67
O 2.7298 3.5312 0.3331  -0.18
P 2.5059 2.7709 1.7738  0.77
O 3.0724 3.4238 2.9536  -0.77
O 0.8711 2.4942 1.6645  -0.32
C 0.1774 1.7332 0.7109  0.00
O 3.0896 1.3664 1.4176  -0.01
C 3.1051 0.3405 2.3671  -0.82
H 2.2329 5.5507 0.1057  0.08
H 3.6878 5.2145 -0.5564  0.29
H 3.4563 5.1473 1.2692  0.41
H -0.4699 1.0880 1.3049  0.55
H 0.8058 1.0224 0.1743  -0.05
H -0.5082 2.1924 -0.0012  -0.16
H 4.1257 0.0311 2.5925  0.28
H 2.4092 -0.4709 2.1536  0.23
H 2.8240 0.7446 3.3396  0.45
C -2.7562 3.8142 0.7208  -0.71
O -2.0168 3.7008 -0.4452  -0.05
P -1.5028 5.0924 -1.1493  0.81
O -2.3500 5.7309 -2.2162  -0.76
O -1.1273 6.0951 0.0928  -0.29
C -0.3637 7.2884 -0.1139  -0.65
O 0.0286 4.6936 -1.6015  -0.26
C 0.1863 3.4928 -2.3380  -1.17
H -3.6456 3.1867 0.6628  0.24
H -3.1340 4.8203 0.9029  0.40
H -2.1182 3.5765 1.5720  0.24
H -0.9627 8.0423 -0.6246  0.28
H 0.5220 7.0931 -0.7184  0.23
H -0.0064 7.7043 0.8281  0.25
H 0.8079 3.8712 -3.1495  0.49
H -0.6144 3.1147 -2.9736  0.64
H 0.7206 2.6679 -1.8667  0.22
C 0.6974 1.1091 -5.0090  -0.63
O -0.7158 1.3128 -4.7469  -0.12
P -1.6999 0.0285 -4.5823  0.81
O -1.3237 -1.3253 -5.0818  -0.69
O -1.9263 0.0033 -3.0139  -0.18
C -1.2085 -0.8923 -2.2174  0.11
O -3.0944 0.6130 -5.1719  -0.36
C -3.0582 1.0977 -6.5161  -0.66
H 1.0972 1.9318 -5.6019  0.29
H 0.7868 0.1656 -5.5474  0.35
H 1.2709 1.0719 -4.0828  0.17
H -1.0918 -0.5163 -1.2011  -0.17
H -0.3116 -1.2234 -2.7409  -0.04
H -1.9836 -1.6251 -1.9928  0.25
H -2.0550 1.2153 -6.9257  0.27
H -3.5306 2.0780 -6.4535  0.26
H -3.6108 0.4928 -7.2350  0.27
C -1.5451 -4.1857 7.2835  -0.66
O -2.0687 -5.1278 6.3582  -0.36
P -1.2378 -5.5056 5.0013  1.24
O -0.0082 -4.6991 4.8810  -0.70
O -1.0875 -7.0884 5.1066  -0.34
C -0.1890 -7.6763 4.1565  -0.71
O -2.2871 -5.2979 3.7288  -0.36
C -2.6893 -4.0135 3.3487  -0.66
H -2.2692 -3.4731 7.6783  0.25
H -0.7133 -3.6205 6.8629  0.30
H -1.1125 -4.7454 8.1128  0.27
H 0.4292 -8.3913 4.6994  0.25
H 0.4725 -6.9122 3.7481  0.33
H -0.6410 -8.1802 3.3022  0.28
H -1.9541 -3.2925 3.7064  0.35
H -3.7236 -3.7993 3.6178  0.26
H -2.6198 -4.0237 2.2610  0.26

***

*2*
Below is C15H45ClO24P5 as an isolated structure, with properties calculated with wB97M-V/def2-TZVPD.

M   799.82 g mol⁻¹
Lowest unoccupied orbital energy   2.17 eV
Charge   -1
Gap between HOMO and LUMO   7.4 eV

Each line ends with the Mulliken charge.
Cartesian coordinates (Å):
Cl -1.1853 1.8096 -0.8866  0.89
O -2.5101 2.3954 -0.9577  -0.77
O -1.2820 0.4201 -0.5359  -0.88
O -0.6408 1.9507 -2.1739  -0.97
O -0.3173 2.4212 0.0649  -0.93
C 1.9040 6.9508 1.0448  -0.55
O 0.4783 6.9547 1.0484  -0.34
P -0.1656 6.3813 -0.3550  0.75
O -0.1808 7.4573 -1.3775  -0.74
O 0.8018 5.1049 -0.5903  0.13
C 0.8397 4.3388 -1.8394  -1.03
O -1.6701 5.8019 -0.0300  -0.37
C -1.9804 4.8434 0.9216  -0.45
H 2.1662 7.3463 0.0635  0.31
H 2.3776 6.0047 1.3069  0.12
H 2.2982 7.5482 1.8669  0.28
H 1.7803 3.8497 -2.0925  0.28
H 0.6786 5.0235 -2.6721  0.49
H 0.0322 3.6170 -1.9617  0.57
H -1.3394 4.8725 1.8027  0.33
H -1.8322 3.8447 0.5109  0.26
H -2.9968 4.9977 1.2838  0.35
C 1.9455 1.6956 1.1320  0.07
O 2.6897 0.6939 0.4421  -0.42
P 2.6282 -0.8879 0.9094  0.80
O 2.9784 -1.2159 2.3347  -0.71
O 1.1293 -1.4579 0.4243  -0.23
C -0.1440 -0.8912 0.7390  2.19
O 3.5712 -1.7375 -0.1043  -0.27
C 4.9100 -2.0080 0.1784  -0.92
H 2.5788 2.2964 1.7847  0.52
H 1.2352 1.2556 1.8320  -0.18
H 1.4550 2.3785 0.4383  -0.14
H -0.9133 -0.9760 -0.0286  -0.40
H -0.1560 0.1534 1.0501  -0.10
H -0.5463 -1.3446 1.6449  -0.25
H 5.0964 -3.0139 0.5545  0.27
H 5.4748 -1.2225 0.6804  0.32
H 5.2786 -2.0340 -0.8471  0.39
C -0.2595 -4.0701 -2.0223  -1.64
O -1.0052 -4.2190 -0.8330  -0.26
P -2.6086 -3.8062 -0.7920  0.74
O -3.4139 -4.2484 -1.9537  -0.81
O -3.1374 -4.3907 0.6716  -0.41
C -2.5340 -3.9580 1.9226  0.16
O -2.3549 -2.1833 -0.4865  0.05
C -2.2130 -1.1734 -1.4800  -2.03
H 0.2811 -4.9231 -2.4324  0.25
H 0.4856 -3.2792 -1.9370  0.90
H -0.9436 -3.7477 -2.8072  0.51
H -3.3105 -3.8485 2.6796  0.23
H -2.0617 -2.9834 1.7992  0.03
H -1.7659 -4.6987 2.1451  0.20
H -2.5845 -0.1926 -1.1830  0.16
H -2.8210 -1.4152 -2.3518  0.74
H -1.1453 -1.0277 -1.6437  1.90
C 0.8377 0.2918 -2.0637  -0.62
O 1.2977 -0.4378 -3.1643  -0.62
P 0.5783 -1.8975 -3.3786  1.10
O -0.8978 -1.9380 -3.3500  -0.78
O 1.1339 -2.3691 -4.8744  -0.47
C 0.7054 -3.5327 -5.3788  -0.83
O 1.3645 -2.8619 -2.2952  0.52
C 2.7238 -2.7627 -2.1974  -1.15
H 0.2531 -0.3559 -1.4104  -0.64
H 0.0552 0.9781 -2.3872  0.89
H 1.5801 0.7656 -1.4215  0.62
H -0.3571 -3.7553 -5.4771  0.28
H 1.1943 -4.4300 -4.9996  0.28
H 0.7570 -3.4191 -6.4617  0.36
H 3.1441 -3.7684 -2.2068  0.46
H 3.0100 -2.3760 -1.2194  0.54
H 3.2955 -2.0956 -2.8425  0.39
C -2.9548 0.0920 5.2695  -0.71
O -1.7983 -0.7446 4.8374  -0.45
P -1.6185 -1.2367 3.2714  0.51
O -2.6204 -2.1130 2.7296  -0.73
O -0.1667 -1.9229 3.3158  -0.37
C 0.9995 -1.2958 3.7431  -0.58
O -1.4580 0.1363 2.4473  -0.19
C -2.4028 0.4516 1.4372  -0.03
H -2.5722 1.1003 5.4276  0.26
H -3.4488 -0.2878 6.1638  0.29
H -3.7857 0.0770 4.5641  0.28
H 0.8534 -0.2283 3.9078  0.20
H 1.7752 -1.5093 3.0077  0.11
H 1.3472 -1.6666 4.7074  0.33
H -2.7983 -0.3771 0.8500  0.12
H -1.8690 1.0238 0.6784  -0.23
H -3.2321 1.0127 1.8680  0.46

***

Most favorable first, least favorable last: *1*, *2*